Below is C28H32Cl2N3OsS3 as an isolated structure at a distorted geometry, with properties calculated with ωB97M-V/def2-TZVPD.

Calculated values
Total charge: -1
Molar mass in g/mol: 767.922
HOMO (alpha / beta) in eV: -2.909 / -3.033
Frontier orbital gap (alpha / beta) in eV: 3.96 / 4.11

The geometry in XYZ format:
```
69
Properties=species:S:1:pos:R:3:nbo_charge:R:1
Os 0.06946 -1.23799 -0.74809 0.388
Cl -1.53642 3.70258 -1.47255 0.046
Cl -1.25870 0.25329 2.53828 1.005
S -1.41493 -1.63287 -2.47450 -0.185
S -0.79756 -4.09495 -4.17408 -0.137
S 0.84828 -3.09482 -1.83247 0.082
N 1.96954 -0.46517 -0.30312 -0.509
N 0.15090 -1.35674 1.43523 -0.867
N -1.85206 1.03363 -0.10482 -0.654
C -0.50376 4.19093 2.35958 -0.199
C -3.88861 0.31669 3.60134 -0.277
C -0.75336 4.41587 1.01638 -0.206
C -3.20990 0.27880 2.46514 0.019
C 1.21612 -2.07412 1.14417 0.030
C -3.52687 0.38279 5.00705 -0.235
C -1.19002 3.38662 0.18757 -0.056
C 2.40317 -1.38703 0.60695 0.026
C -0.68926 2.92704 2.90959 -0.223
C 2.95971 1.14689 -1.97406 -0.089
C 3.78110 -1.43822 0.62094 -0.341
C 1.42809 0.76540 5.91866 -0.605
C -0.97041 0.32283 5.21354 -0.112
C 0.04963 0.28046 6.34354 -0.230
C -0.51059 0.22605 3.96784 -0.318
C -1.11976 1.96152 2.04708 -0.114
C -3.63128 -1.43736 0.72766 -0.624
C 4.19693 -0.45826 -0.32157 -0.330
C -0.44112 -3.04830 -2.97122 -0.502
C 3.19503 0.47164 -3.33332 -0.593
C -1.36171 2.09883 0.68397 0.214
C -2.36532 0.37978 5.66815 -0.127
C 3.05580 0.10851 -0.87898 0.115
C 0.12027 -1.14936 6.88831 -0.599
C 1.58122 1.81393 -1.98043 -0.603
C -3.81262 0.04268 1.10204 -0.297
C -3.31714 0.97799 -0.00436 -0.205
C 4.02054 2.23253 -1.75940 -0.587
H -4.40294 0.42466 5.64613 0.207
H -4.05907 -1.63843 -0.25453 0.230
H 3.86500 2.73620 -0.80301 0.204
H 0.47057 -1.82022 6.10190 0.224
H -0.50756 2.70897 3.95337 0.255
H 3.12490 1.20025 -4.14819 0.183
H 0.81332 -1.20767 7.72950 0.206
H -4.96630 0.24600 3.45054 0.217
H 3.96779 2.97736 -2.55987 0.188
H 5.21696 -0.17414 -0.53736 0.194
H 1.24019 -3.14428 1.38012 0.171
H -3.68559 1.98640 0.19627 0.196
H 5.02657 1.80924 -1.75697 0.202
H -0.60606 5.39860 0.59022 0.231
H 1.39925 1.80475 5.58667 0.204
H -4.11287 -2.07629 1.46891 0.207
H 1.39776 2.32038 -1.02674 0.193
H 4.40718 -2.07580 1.22661 0.199
H 2.12822 0.68943 6.75266 0.203
H -1.49069 0.14382 0.27070 0.372
H -0.85638 -1.50406 7.22396 0.203
H 1.80341 0.16810 5.08746 0.242
H -2.46350 0.41925 6.75061 0.194
H -0.16235 5.00283 2.98721 0.221
H 2.45079 -0.31012 -3.49883 0.228
H -3.72892 0.65343 -0.96186 0.224
H -4.88429 0.26158 1.19578 0.218
H 1.52858 2.55833 -2.78138 0.191
H -2.57261 -1.71462 0.67904 0.258
H 4.18234 0.00684 -3.36253 0.204
H 0.78408 1.08413 -2.13231 0.237
H -0.32914 0.93311 7.13914 0.192
```